--- a ---
Below is a structure of composition C2H7N3, with properties calculated with ωB97M-V/def2-TZVPD.

## Properties
HOMO-LUMO gap = 9.1 eV
Total charge = 0
HOMO level = -8.31 eV

Geometry (Å):
N  0.35  0.07  0.01
H  2.10  -0.07  -0.77
N  1.11  -0.38  -1.08
C  -1.12  0.44  0.16
N  -2.01  -0.09  -0.54
C  1.17  0.09  1.15
H  2.04  0.90  1.21
H  1.83  -1.10  1.16
H  -1.19  0.91  1.21
H  0.53  0.35  2.11
H  1.14  -1.44  -1.09
H  -2.98  0.08  -0.43

Atomic partial charges in e from the natural (NBO) method, atoms 1 to 6: -0.3506, 0.3486, -0.6178, 0.3055, -0.6795, -0.4094

--- b ---
Below is the molecule C2H7N3, with properties calculated with ωB97M-V/def2-TZVPD.

## Properties
HOMO-LUMO gap = 9.3 eV
SMILES = [H]/N=C(\C)NN
Total charge = 0
HOMO level = -8.43 eV

Geometry (Å):
N  -0.01  1.70  -0.30
N  -0.46  -0.27  0.96
H  2.12  0.34  -1.05
N  -1.84  -0.04  1.06
C  1.34  -0.34  -0.69
H  -0.04  -1.23  0.93
H  1.81  -1.10  -0.06
C  0.21  0.48  0.01
H  0.88  -0.83  -1.55
H  -2.29  0.01  0.14
H  0.61  2.02  -1.06
H  -2.32  -0.76  1.60

Atomic partial charges in e from the natural (NBO) method, atoms 1 to 6: -0.7060, -0.4535, 0.2229, -0.6412, -0.6903, 0.3590

So which one is most stable? That would be b, about 218.4 kJ/mol below the next structure.

--- a ---
Below is the molecule C2H7N3, with properties calculated with ωB97M-V/def2-TZVPD.

## Properties
HOMO-LUMO gap = 9.5 eV
SMILES = [H]/N=C(\N)NC
Total charge = 0
HOMO level = -8.58 eV

Geometry (Å):
N  0.44  1.40  0.01
H  1.61  -1.67  -0.11
N  1.66  -0.66  -0.04
H  -2.20  0.50  0.90
H  -0.61  -1.62  0.01
H  -2.67  -0.85  -0.23
H  2.56  -0.22  0.03
N  -0.62  -0.63  0.09
H  1.39  1.82  -0.05
C  -1.93  -0.02  -0.05
C  0.52  0.11  0.04
H  -1.96  0.69  -0.89

Atomic partial charges in e from the natural (NBO) method, atoms 1 to 6: -0.8023, 0.3868, -0.8496, 0.2010, 0.3813, 0.1925

--- b ---
Below is the molecule C2H7N3, with properties calculated with ωB97M-V/def2-TZVPD.

## Properties
HOMO-LUMO gap (spin up / spin down) = 7.9 / 7.8 eV
Total charge = 0
HOMO level (spin up / spin down) = -6.95 / -6.79 eV

Geometry (Å):
H  2.29  1.34  0.05
H  1.92  0.04  1.11
N  1.85  0.35  0.14
H  -1.47  0.92  -1.46
N  0.21  -1.11  -0.11
C  -0.97  0.85  -0.49
H  0.63  -1.50  0.69
H  -0.85  1.71  0.10
N  0.93  -0.05  -0.69
C  -1.19  -0.60  0.02
H  -2.01  -1.24  -0.43
H  -1.35  -0.70  1.06

Atomic partial charges in e from the natural (NBO) method, atoms 1 to 6: 0.3860, 0.3384, -0.6342, 0.1859, -0.4964, -0.3761

--- c ---
Below is a structure of composition C2H7N3, with properties calculated with ωB97M-V/def2-TZVPD.

## Properties
HOMO-LUMO gap = 9.6 eV
Total charge = 0
HOMO level = -8.64 eV

Geometry (Å):
H  1.04  -3.01  1.58
C  0.04  0.01  -0.07
N  -0.49  1.98  -1.29
H  0.07  2.20  -2.23
H  -0.80  -1.66  2.22
N  0.35  1.36  -0.29
N  0.88  -0.79  0.57
H  1.36  1.54  -0.27
H  -0.95  2.87  -0.87
H  -0.67  -2.31  -0.05
H  -0.97  -0.16  -0.37
C  0.15  -2.02  1.05

Atomic partial charges in e from the natural (NBO) method, atoms 1 to 6: 0.2434, 0.2742, -0.6851, 0.3616, 0.1638, -0.4562

So which one is most stable? That would be a, about 553.7 kJ/mol below the next structure.

--- a ---
Below is the molecule C27H32N4O5, with properties calculated with ωB97M-V/def2-TZVPD.

## Properties
HOMO-LUMO gap = 9.4 eV
SMILES = Cc1ccc(C)c(N(C(=O)CCC(=O)Nc2cc(C)on2)[C@H](C(=O)NC2CCCC2)c2ccco2)c1
Total charge = 0
HOMO level = -8.80 eV

Geometry (Å):
H  0.76  -1.66  1.18
C  3.13  -3.94  -1.96
H  -1.86  -4.60  -4.79
C  0.11  5.90  2.35
H  -1.97  2.50  3.73
C  -1.58  -4.11  -3.88
H  1.01  7.27  3.68
H  -1.76  0.49  0.06
H  3.63  -2.33  -4.79
C  2.59  -3.77  -0.70
H  1.72  -3.06  1.70
C  -1.68  0.56  2.77
C  3.28  -3.29  -4.39
C  0.46  4.02  1.30
C  -2.30  1.95  2.85
H  -4.09  1.29  3.83
O  -0.83  -3.76  -1.82
C  -1.24  -2.58  -2.31
C  -1.83  -1.53  -0.09
C  1.80  -2.12  -2.74
H  -4.39  2.54  2.61
O  2.94  2.79  1.89
C  -1.71  -2.73  -3.58
C  -1.04  -4.68  -2.77
N  0.28  -0.95  -1.28
H  2.14  1.69  -1.53
H  0.13  -3.28  0.97
H  -4.80  -0.08  1.99
C  0.08  7.16  3.14
C  2.01  0.75  -0.99
C  -1.13  -1.35  -1.47
N  -2.05  -0.36  0.52
H  2.90  -4.43  0.10
C  2.74  -3.11  -3.01
H  -2.03  2.53  1.96
C  0.56  0.35  -1.11
H  -0.66  0.57  2.39
H  3.52  0.80  0.55
H  -0.75  7.14  3.84
H  -1.67  0.10  3.76
O  -0.34  1.19  -1.01
H  -4.06  1.00  0.81
O  -0.98  5.57  1.64
H  -2.11  -1.97  -4.21
H  -0.77  -5.69  -2.54
C  -3.79  1.66  2.85
N  -0.76  4.40  0.99
C  2.15  2.29  1.12
N  0.96  2.84  0.78
C  1.65  -2.79  -0.42
H  2.05  4.90  2.59
H  4.10  -3.99  -4.40
H  3.85  -4.72  -2.14
H  0.34  2.38  0.11
H  2.50  -3.66  -5.05
H  -2.77  -1.26  2.20
C  2.45  0.94  0.47
C  1.04  -2.68  0.94
H  1.47  -1.46  -3.54
H  1.98  0.18  1.10
H  -1.63  -0.52  -1.99
H  2.65  0.00  -1.45
C  1.07  4.95  2.18
C  -3.94  0.56  1.80
C  1.27  -1.96  -1.47
H  -0.06  8.01  2.47
O  -2.13  -2.62  0.36
C  -2.62  -0.24  1.84

Atomic partial charges in e from the natural (NBO) method, atoms 1 to 6: 0.2078, -0.1925, 0.2294, 0.3368, 0.2112, -0.3235

--- b ---
Below is the molecule C27H32N4O5, with properties calculated with ωB97M-V/def2-TZVPD.

## Properties
HOMO-LUMO gap = 9.2 eV
SMILES = CCc1ccccc1N(C(=O)CCC(=O)Nc1cc(C)on1)[C@H](C(=O)NC1CCCC1)c1ccco1
Total charge = 0
HOMO level = -8.54 eV

Geometry (Å):
H  2.49  1.33  2.55
C  4.78  0.69  -0.71
N  -1.98  1.30  0.80
H  -4.07  -2.81  -0.49
C  -3.28  1.93  0.81
H  -1.57  -2.32  2.24
H  -1.41  1.44  -0.02
H  0.33  -0.21  2.62
H  -3.10  4.29  -1.52
C  2.05  1.62  1.62
O  6.42  0.20  0.69
C  -1.94  -0.98  -2.36
C  -2.33  -4.20  1.54
H  0.94  -2.42  -2.08
O  2.34  -0.37  -1.81
H  -3.10  -4.59  0.87
C  0.89  1.12  1.10
C  2.54  2.56  0.69
H  -1.37  -4.57  1.21
H  -3.69  1.74  1.81
C  2.62  -1.42  -1.26
H  -4.72  4.07  -0.86
H  -5.22  1.51  -0.03
C  1.06  -1.92  0.92
N  -0.01  -1.12  0.79
C  -3.82  2.22  -1.51
C  -2.19  -2.08  0.20
H  -2.85  1.91  -1.92
C  -3.15  3.43  0.49
H  2.34  -3.47  -1.82
H  -3.69  4.03  1.22
C  6.58  2.48  -0.14
H  -3.85  -1.87  -2.75
C  1.66  2.56  -0.34
H  -1.85  -0.56  -3.35
O  1.93  -1.70  1.75
C  -2.35  -2.67  1.57
C  -3.18  -2.25  -0.75
N  3.74  -1.61  -0.52
H  3.43  3.14  0.77
H  1.63  3.10  -1.27
C  -0.94  -0.79  -1.43
C  -0.05  0.08  1.63
C  -3.06  -1.72  -2.03
C  -1.06  -1.34  -0.16
C  5.90  1.16  -0.09
H  -3.31  -2.34  1.98
H  7.61  2.36  -0.48
C  1.16  -3.10  -0.03
H  -2.10  3.73  0.54
H  -4.56  2.15  -2.30
H  1.82  -3.83  0.45
O  -2.10  0.36  2.85
H  6.06  3.14  -0.83
H  0.19  -3.56  -0.18
O  0.65  1.70  -0.11
H  -4.00  0.30  -0.46
H  -0.06  -0.22  -1.68
C  1.75  -2.66  -1.38
C  4.68  -0.64  -0.22
H  -2.52  -4.59  2.54
N  5.66  -0.92  0.60
C  -3.72  3.63  -0.92
H  4.13  1.17  -1.40
C  -4.17  1.37  -0.30
H  6.61  2.93  0.85
H  3.85  -2.46  0.01
C  -1.49  0.59  1.82

Atomic partial charges in e from the natural (NBO) method, atoms 1 to 6: 0.2408, -0.3745, -0.6218, 0.2144, -0.0679, 0.2263

So which one is most stable? That would be a, about 25.5 kJ/mol below the next structure.

--- a ---
Below is a cluster of 3 separate species, C3H10N4 in total, with properties calculated with ωB97M-V/def2-TZVPD.

## Properties
HOMO-LUMO gap (spin up / spin down) = 9.0 / 9.0 eV
Total charge = 0
HOMO level (spin up / spin down) = -8.43 / -8.43 eV

Geometry (Å):
H  1.32  -2.18  0.15
H  1.49  2.54  -0.60
H  -2.22  1.56  -0.30
N  -1.98  0.58  -0.43
H  0.98  -0.44  1.76
H  1.96  1.86  0.97
H  0.60  0.25  2.17
H  -0.73  -2.88  -0.61
N  0.07  1.35  0.37
C  -0.11  -0.96  -0.33
H  -1.97  -1.73  -0.58
C  -0.59  0.42  -0.25
N  -1.00  -1.92  -0.78
H  2.00  0.84  -0.47
H  -2.33  0.26  -1.32
N  1.05  -1.20  0.21
C  1.45  1.64  0.03

Atomic partial charges in e from the natural (NBO) method, atoms 1 to 6: 0.3454, 0.1954, 0.3974, -0.8363, 0.0469, 0.2057

--- b ---
Below is a cluster of 2 separate species, C3H10N4 in total, with properties calculated with ωB97M-V/def2-TZVPD.

## Properties
HOMO-LUMO gap = 8.8 eV
SMILES = [H]/N=C/N.N/C=C/N
Total charge = 0
HOMO level = -7.95 eV

Geometry (Å):
H  -0.45  0.65  0.31
N  -1.17  0.14  -0.31
H  -1.15  1.01  -4.41
N  1.99  -1.08  3.16
H  -1.13  -0.79  0.10
N  -0.16  -1.05  2.24
C  -0.74  0.14  -1.64
C  -0.61  1.20  -2.49
H  2.75  -0.44  3.35
C  0.77  -0.49  2.90
H  -0.50  -0.83  -2.08
H  -0.92  -0.38  2.09
N  -0.32  0.98  -3.86
H  2.19  -1.80  2.48
H  -0.77  2.26  -2.21
H  0.30  1.74  -4.18
H  0.72  0.53  3.32

Atomic partial charges in e from the natural (NBO) method, atoms 1 to 6: 0.3646, -0.8335, 0.3608, -0.8100, 0.3835, -0.7350

So which one is most stable? That would be b, about 126.0 kJ/mol below the next structure.